The following is a DFT calculation (wB97M-V/def2-TZVPD) of 2 unconnected molecules or ions with the total composition C22H36N2P.

Summary:
- orbital gap (eV) = 4.818
- HOMO (Ha) = -0.37783
- energy (hartree) = -1310.4633

ORCA input file:
```
! RIJCOSX wB97M-V def2-TZVPD def2/J DEFGRID3
* xyz 1 1
C 6.731 -6.328 1.116
C 7.795 -5.394 1.786
C 6.986 -4.584 2.757
C 5.665 -4.989 2.778
C 5.448 -6.039 1.845
C 4.347 -6.963 1.904
C 3.292 -6.794 2.844
C 2.305 -7.763 2.990
C 2.287 -8.894 2.157
C 3.290 -9.058 1.190
C 4.324 -8.129 1.083
H 6.666 -6.098 0.039
H 7.018 -7.388 1.192
H 8.560 -6.017 2.278
H 8.313 -4.774 1.040
H 7.437 -3.823 3.396
H 4.879 -4.576 3.413
H 3.295 -5.911 3.491
H 1.548 -7.650 3.771
H 1.505 -9.644 2.264
H 3.288 -9.931 0.532
H 5.159 -8.313 0.397
C 6.755 -1.094 -2.921
C 5.575 -2.059 -2.840
C 4.320 -1.293 -2.432
C 5.365 -2.657 -4.230
N 5.860 -3.083 -1.792
C 7.180 -3.755 -1.854
C 7.250 -4.915 -2.834
C 6.094 -5.914 -2.768
N 4.789 -5.346 -2.421
C 3.605 -6.159 -2.797
C 3.442 -6.118 -4.319
C 2.358 -5.604 -2.114
C 3.806 -7.610 -2.382
P 4.646 -4.116 -1.306
H 4.951 -4.864 -0.011
H 7.635 -1.550 -3.392
H 6.460 -0.243 -3.546
H 7.017 -0.722 -1.923
H 3.413 -1.908 -2.491
H 4.428 -0.919 -1.409
H 4.196 -0.439 -3.108
H 4.538 -3.377 -4.258
H 5.121 -1.838 -4.920
H 6.271 -3.136 -4.612
H 7.911 -2.997 -2.144
H 7.448 -4.103 -0.842
H 7.335 -4.533 -3.858
H 8.179 -5.468 -2.648
H 5.980 -6.397 -3.744
H 6.350 -6.716 -2.050
H 4.316 -6.540 -4.832
H 2.567 -6.719 -4.594
H 3.278 -5.094 -4.679
H 2.443 -5.671 -1.020
H 2.161 -4.562 -2.401
H 1.493 -6.203 -2.423
H 3.960 -7.682 -1.298
H 2.899 -8.174 -2.639
H 4.653 -8.072 -2.902
*
```